Entry 1:
DFT (the ωB97M-V functional and the def2-TZVPD basis) results for a 2-piece molecular cluster, H4NO3SSi overall at a distorted geometry.

Last column: Mulliken charge in e.
Geometry (Å):
N 2.983256 0.139714 0.142938  -0.48
O -2.408210 0.133825 0.279516  -0.33
O -0.139458 1.175076 -0.919690  -0.55
O -2.530120 -1.822454 -1.166832  -0.53
Si -0.424704 0.171663 0.177165  0.38
S -2.668163 -0.352712 -1.072218  0.31
H 2.979306 0.420807 1.072041  0.23
H 3.006674 0.961923 -0.403094  0.24
H -0.417715 0.475748 1.676451  -0.16
H -0.380865 -1.303591 0.213724  -0.11

Forces on atoms 1 to 3 (eV/Å):
0.1 -2.3 -1.6
2.2 1.4 4.1
1.3 0.9 -1.0

Properties
Charge: -1
HOMO (spin up / spin down) (eV): -5.431 / -2.845
2S+1: 1

=====

Entry 2:
DFT (the ωB97M-V functional and the def2-TZVPD basis) results for a single C8H11N2P molecule at a distorted geometry.

Last column: Mulliken charge in e.
Geometry (Å):
C -3.854182 1.562350 0.187612  -1.24
C -2.777395 0.445852 0.368471  -0.10
C -2.332996 -0.413359 -0.574412  -0.61
C -1.552263 -1.627557 -0.118716  -0.59
N -0.135694 -1.396108 0.086848  -0.29
P 0.440612 0.272953 -0.472380  0.03
N 2.104734 0.071591 -0.101406  0.26
C 2.919486 1.095999 -0.396036  -0.19
C 4.219079 0.720554 -0.087548  -0.67
C 4.155585 -0.606710 0.389592  -0.44
C 2.830158 -1.000058 0.341681  -0.12
H -3.789483 1.844231 -0.889634  0.28
H -3.554025 2.321522 0.818174  0.35
H -4.784712 1.206466 0.378086  0.37
H -2.546812 0.192288 1.346412  0.39
H -2.463707 -0.429852 -1.570449  0.49
H -1.861771 -1.905134 0.847452  0.38
H -1.793423 -2.319351 -0.921673  0.28
H 2.468379 1.979589 -0.909646  0.28
H 5.193222 1.222274 -0.155572  0.36
H 4.832381 -1.329613 0.752897  0.42
H 2.282828 -1.907917 0.680247  0.37

Forces on atoms 1 to 3 (eV/Å):
4.3 -1.5 -3.0
-2.0 -0.1 -3.1
0.3 0.3 4.8

Properties
HOMO (spin up / spin down) (eV): -8.418 / -8.418
2S+1: 1

=====

Entry 3:
DFT (the ωB97M-V functional and the def2-TZVPD basis) results for a single C4H8Si molecule at a distorted geometry.

Last column: Mulliken charge in e.
Geometry (Å):
C -0.989152 1.138799 0.037803  -0.19
C 0.342326 1.529356 0.012831  -0.44
Si 1.516746 0.114188 -0.003120  0.18
C 0.143957 -1.123792 0.027341  -0.68
C -1.270755 -0.267715 -0.086586  -0.62
H -1.861562 1.852049 0.136973  0.32
H 0.757040 2.586768 0.020954  0.35
H 2.261845 -0.252282 -1.243549  -0.12
H 2.513552 0.023354 1.150566  -0.11
H 0.347568 -1.698157 0.927951  0.34
H 0.142766 -1.853355 -0.792987  0.34
H -1.882814 -0.579403 0.711386  0.33
H -1.746912 -0.237392 -1.032552  0.31

Forces on atoms 1 to 3 (eV/Å):
2.9 3.4 0.8
-1.1 1.7 0.0
0.3 -0.7 -0.4

Properties
HOMO (eV): -9.388
2S+1: 1

=====

Entry 4:
DFT (the ωB97M-V functional and the def2-TZVPD basis) results for a single C7H8N2O molecule at a distorted geometry.

Last column: Mulliken charge in e.
Geometry (Å):
H -2.728067 -1.078808 0.650079  0.24
N -2.243510 -0.525221 1.376347  -0.71
C -1.092588 -0.086120 1.043128  0.53
N -0.718065 1.178564 2.224243  -0.31
O -1.498293 1.026996 3.341756  -0.39
C -0.142083 -0.126213 -0.054261  0.60
C -0.192909 -1.119783 -0.983494  -0.27
C 0.787872 -1.248688 -2.007335  -0.71
C 1.551808 -0.143909 -2.353369  -0.56
C 1.672861 0.852879 -1.370318  -0.41
C 0.896967 0.857071 -0.262209  -0.34
H 0.191609 1.003309 2.647870  0.24
H -1.759997 0.111804 3.286178  0.31
H -0.971078 -1.974120 -0.809894  0.14
H 0.753376 -2.054172 -2.573791  0.49
H 2.202740 -0.045222 -3.166448  0.40
H 2.281683 1.652464 -1.488066  0.47
H 1.007673 1.719168 0.499582  0.28

Forces on atoms 1 to 3 (eV/Å):
0.5 0.1 0.5
1.5 -0.2 -1.6
-1.4 3.4 4.2

Properties
HOMO (eV): -8.934
2S+1: 1

=====

Entry 5:
DFT (the ωB97M-V functional and the def2-TZVPD basis) results for a single C8H11NO2S molecule at a distorted geometry.

Last column: Mulliken charge in e.
Geometry (Å):
C 0.964554 0.038619 1.713247  0.69
C 0.497925 1.363876 1.543897  -0.25
C -0.776454 1.698111 1.043427  -0.51
C -1.837822 0.795979 0.883502  -0.35
C -1.806626 -0.593966 0.884954  -0.25
C -0.757233 -1.467374 0.997595  -0.90
C 0.500876 -1.181529 1.425106  -0.15
H 2.827440 0.502923 2.365310  0.41
H 1.113082 2.245605 1.848472  0.15
H -1.005668 2.750852 0.821216  0.30
H -2.828427 1.242897 0.661478  0.25
H -2.762556 -1.083325 0.689034  0.25
H -0.901272 -2.503655 0.808294  0.32
H 1.166395 -1.994373 1.739171  0.03
C 2.886682 -0.042970 5.531416  -0.87
S 1.539800 -0.075281 4.356268  1.13
N 2.190879 -0.295213 2.566582  -0.45
O 0.743227 -1.257431 4.586504  -0.58
O 1.044873 1.268337 4.085624  -0.56
H 2.323640 0.139061 6.470400  0.31
H 3.387040 -1.036482 5.563624  0.34
H 3.582761 0.789315 5.313429  0.32
H 2.691074 -1.263516 2.492820  0.38

Forces on atoms 1 to 3 (eV/Å):
4.6 -0.7 1.9
-2.7 3.0 -1.3
4.3 0.9 1.5

Properties
HOMO (eV): -4.747
2S+1: 1

=====

Let's list calculated total energy in order: -26409.4478; -20739.6884; -12153.6643; -12412.4805; -24888.0152 eV.
Let's list energy above the lowest of the compared OMol25 structures with the same formula, charge and spin in order: 215.7; 94.7; 45.6; 378.0; 667.2 kJ/mol.